# 1
{
  "formula": "C42H102BF14N14O30S10",
  "method": "ωB97M-V with the def2-TZVPD basis set",
  "total_charge": 1,
  "e_homo_ev": -9.19,
  "total_energy_ev": -274552.1961,
  "symbols": ["S", "S", "S", "S", "S", "S", "S", "S", "S", "S", "F", "F", "F", "F", "F", "F", "F", "F", "F", "F", "F", "F", "F", "F", "O", "O", "O", "O", "O", "O", "O", "O", "O", "O", "O", "O", "O", "O", "O", "O", "O", "O", "O", "O", "O", "O", "O", "O", "O", "O", "O", "O", "O", "O", "N", "N", "N", "N", "N", "N", "N", "N", "N", "N", "N", "N", "N", "N", "C", "C", "C", "C", "C", "C", "C", "C", "C", "C", "C", "C", "C", "C", "C", "C", "C", "C", "C", "C", "C", "C", "C", "C", "C", "C", "C", "C", "C", "C", "C", "C", "C", "C", "C", "C", "C", "C", "C", "C", "C", "C", "B", "H", "H", "H", "H", "H", "H", "H", "H", "H", "H", "H", "H", "H", "H", "H", "H", "H", "H", "H", "H", "H", "H", "H", "H", "H", "H", "H", "H", "H", "H", "H", "H", "H", "H", "H", "H", "H", "H", "H", "H", "H", "H", "H", "H", "H", "H", "H", "H", "H", "H", "H", "H", "H", "H", "H", "H", "H", "H", "H", "H", "H", "H", "H", "H", "H", "H", "H", "H", "H", "H", "H", "H", "H", "H", "H", "H", "H", "H", "H", "H", "H", "H", "H", "H", "H", "H", "H", "H", "H", "H", "H", "H", "H", "H", "H", "H", "H", "H", "H", "H", "H", "H"],
  "positions_angstrom": [[19.86, -20.19, 1.06], [25.12, -25.87, 5.54], [19.52, -22.15, 12.11], [17.28, -22.35, 12.71], [27.05, -19.29, 6.86], [21.22, -20.35, 3.00], [24.30, -28.08, 5.48], [18.33, -23.89, 4.11], [25.79, -19.98, 4.95], [16.18, -24.83, 3.86], [20.73, -23.04, 11.52], [20.21, -27.32, 8.92], [16.26, -23.56, 12.99], [14.85, -25.09, 4.73], [20.98, -25.27, 9.63], [25.12, -24.59, 6.53], [23.83, -29.18, 6.57], [28.51, -19.55, 7.47], [19.29, -19.17, -0.02], [18.84, -22.49, 4.72], [18.86, -26.08, 10.21], [22.75, -19.89, 3.00], [20.70, -26.95, 11.20], [26.06, -20.17, 3.38], [23.14, -27.95, 4.66], [23.24, -17.26, 9.80], [17.58, -23.70, -1.18], [20.82, -19.99, 4.33], [26.49, -25.95, 5.08], [17.39, -21.80, 14.03], [18.70, -20.54, 1.87], [27.09, -17.84, 6.79], [25.45, -28.75, 4.91], [18.44, -23.61, 2.71], [26.17, -19.85, 7.85], [28.03, -28.47, 8.66], [16.68, -26.18, 3.76], [16.46, -21.60, 11.79], [23.84, -29.71, 10.11], [20.86, -25.62, 0.98], [21.40, -21.76, 2.75], [19.45, -21.04, 11.20], [19.25, -24.85, 4.72], [26.76, -20.16, 15.12], [24.15, -25.40, 4.58], [20.42, -21.20, 0.20], [22.21, -19.90, 12.53], [15.54, -24.24, 2.70], [26.75, -19.55, 12.02], [25.20, -18.67, 4.92], [15.19, -33.42, 4.99], [24.94, -21.12, 5.17], [16.48, -28.57, 6.52], [20.10, -21.84, 13.40], [20.11, -24.82, -1.96], [16.80, -23.75, 4.78], [27.31, -20.08, 5.39], [25.27, -27.64, 9.17], [22.61, -22.56, 7.64], [24.62, -26.83, 6.57], [21.29, -17.44, 11.66], [14.67, -30.52, 5.90], [28.95, -20.97, 13.27], [18.51, -23.31, 12.08], [16.77, -24.30, 8.89], [20.83, -19.26, 1.79], [21.83, -24.51, 6.93], [15.29, -25.32, 10.14], [28.13, -19.96, 15.38], [20.58, -18.14, 12.80], [15.62, -24.36, 8.15], [23.09, -30.85, 9.70], [24.00, -27.27, 9.98], [22.47, -16.61, 11.99], [22.35, -22.46, 6.30], [23.11, -28.50, 9.98], [26.53, -26.87, 9.49], [21.44, -25.96, 2.23], [28.98, -28.96, 7.73], [23.29, -16.24, 10.75], [21.57, -24.66, 0.25], [16.60, -29.07, 5.22], [18.04, -24.82, -0.46], [14.75, -26.13, 11.20], [26.87, -20.92, 11.82], [20.84, -24.00, -0.92], [16.55, -24.82, 10.10], [18.11, -23.89, 8.46], [15.15, -34.51, 4.07], [21.49, -19.14, 13.47], [22.21, -23.79, 8.00], [26.01, -20.37, 16.32], [21.37, -25.88, 6.88], [27.64, -27.13, 8.49], [21.93, -23.65, 5.85], [28.93, -19.72, 14.10], [16.05, -30.51, 5.28], [19.00, -25.62, -1.29], [18.22, -22.38, 8.25], [24.05, -17.04, 8.64], [14.71, -25.03, 8.91], [22.00, -20.69, 9.16], [17.03, -27.28, 6.67], [16.83, -22.82, -0.36], [27.68, -21.69, 12.87], [25.94, -18.93, 11.02], [13.95, -32.86, 5.25], [23.09, -21.51, 8.54], [14.13, -31.86, 6.36], [23.30, -20.58, 13.16], [20.21, -26.42, 9.98], [13.69, -25.35, 8.74], [23.15, -21.05, 14.13], [17.62, -29.17, 4.83], [29.97, -28.49, 7.74], [22.09, -18.63, 14.23], [21.13, -26.13, 5.86], [23.59, -21.38, 12.49], [21.56, -25.09, 2.87], [23.11, -16.99, 12.79], [15.88, -30.94, 4.30], [20.75, -25.32, -2.57], [23.80, -16.09, 8.19], [29.57, -20.87, 12.46], [23.77, -31.70, 9.68], [28.43, -18.94, 13.53], [28.28, -19.13, 16.07], [25.11, -17.05, 8.90], [15.45, -26.91, 11.50], [26.04, -17.85, 11.07], [21.58, -23.47, -1.52], [23.56, -26.37, 9.55], [26.26, -19.27, 10.03], [19.74, -18.65, 12.33], [22.38, -26.46, 2.03], [22.85, -15.32, 10.35], [26.11, -25.86, 9.54], [17.27, -24.98, 10.88], [22.12, -24.13, 9.03], [21.66, -23.95, 4.86], [20.93, -19.81, 14.12], [20.16, -17.33, 13.39], [28.09, -22.59, 12.41], [24.94, -20.33, 16.16], [19.48, -26.43, -0.74], [13.16, -31.61, 6.80], [22.52, -25.05, -0.15], [20.12, -23.22, -0.65], [14.74, -32.31, 7.14], [16.98, -26.92, 7.70], [24.44, -27.19, 10.97], [18.40, -24.51, 7.61], [13.18, -33.57, 5.57], [16.10, -34.95, 3.80], [27.12, -22.07, 13.72], [24.06, -19.79, 13.28], [24.89, -19.23, 11.02], [25.06, -27.47, 8.18], [18.53, -26.10, -2.15], [21.38, -21.33, 9.78], [23.84, -20.92, 8.01], [26.77, -27.09, 10.52], [22.08, -15.70, 12.44], [13.93, -30.08, 5.35], [21.94, -23.84, 0.88], [17.93, -22.06, 7.25], [25.92, -21.46, 11.80], [17.37, -22.49, 0.53], [15.93, -23.30, 0.04], [27.36, -21.10, 10.86], [13.54, -32.35, 4.36], [29.51, -21.63, 13.82], [16.72, -31.10, 5.90], [18.11, -27.21, 6.50], [26.25, -19.62, 17.08], [24.32, -15.98, 11.00], [22.44, -19.99, 9.87], [22.41, -21.49, 5.83], [22.26, -31.07, 10.37], [21.45, -20.09, 8.43], [28.47, -26.45, 8.71], [17.22, -25.40, -0.02], [18.55, -24.52, 0.46], [22.69, -30.66, 8.70], [22.00, -26.61, 7.38], [28.59, -20.79, 15.94], [29.09, -30.04, 7.87], [20.71, -26.56, 2.77], [17.66, -21.84, 9.01], [19.60, -24.25, -2.64], [14.46, -25.48, 12.02], [16.60, -21.95, -0.96], [25.37, -28.65, 9.29], [19.28, -22.09, 8.29], [23.92, -17.81, 7.88], [15.58, -24.08, 7.11], [28.67, -28.92, 6.68], [14.52, -35.31, 4.46], [16.09, -28.53, 4.42], [26.39, -21.36, 16.61], [27.38, -26.89, 7.46], [14.62, -29.92, 6.73], [21.48, -18.14, 10.92], [13.87, -26.69, 10.89], [18.74, -24.20, 9.29], [22.38, -28.45, 9.17], [22.63, -28.41, 10.95], [16.45, -26.50, 6.17], [29.99, -19.51, 14.26], [23.69, -21.98, 9.32], [20.65, -16.91, 11.06], [20.42, -25.95, 7.41], [14.72, -34.14, 3.13]]
}

# 2
{
  "formula": "C42H104N8O2",
  "method": "ωB97M-V with the def2-TZVPD basis set",
  "smiles": "CCN(CC)CC.CCN(CC)CC.CCN(CC)CC.CCN(CC)CC.CCN(CC)CC.CCN(CC)CC.CN(C)C=O.CN(C)C=O",
  "e_homo_ev": -8.05,
  "total_energy_ev": -61250.6298,
  "symbols": ["O", "O", "N", "N", "N", "N", "N", "N", "N", "N", "C", "C", "C", "C", "C", "C", "C", "C", "C", "C", "C", "C", "C", "C", "C", "C", "C", "C", "C", "C", "C", "C", "C", "C", "C", "C", "C", "C", "C", "C", "C", "C", "C", "C", "C", "C", "C", "C", "C", "C", "C", "C", "H", "H", "H", "H", "H", "H", "H", "H", "H", "H", "H", "H", "H", "H", "H", "H", "H", "H", "H", "H", "H", "H", "H", "H", "H", "H", "H", "H", "H", "H", "H", "H", "H", "H", "H", "H", "H", "H", "H", "H", "H", "H", "H", "H", "H", "H", "H", "H", "H", "H", "H", "H", "H", "H", "H", "H", "H", "H", "H", "H", "H", "H", "H", "H", "H", "H", "H", "H", "H", "H", "H", "H", "H", "H", "H", "H", "H", "H", "H", "H", "H", "H", "H", "H", "H", "H", "H", "H", "H", "H", "H", "H", "H", "H", "H", "H", "H", "H", "H", "H", "H", "H", "H", "H"],
  "positions_angstrom": [[2.16, 2.10, -1.97], [5.77, 6.17, -6.12], [5.18, -0.77, 1.41], [4.66, 5.10, -4.33], [2.41, -3.62, -2.09], [-2.61, 3.07, -2.23], [-2.96, -5.12, -1.17], [-4.62, 4.85, 1.87], [-0.80, -1.04, 3.90], [0.68, 0.64, -1.16], [-4.67, 3.39, 2.11], [1.56, -4.39, -1.16], [-4.17, 1.45, -1.27], [0.11, -2.10, 4.32], [-1.82, 5.11, -0.76], [-3.57, -6.44, -0.93], [-2.23, -4.88, -2.36], [-0.35, -3.49, 3.90], [2.33, -3.86, -3.56], [-3.85, 2.95, -1.56], [-2.44, 2.41, -3.53], [-2.59, -7.62, -0.72], [-2.30, -4.76, 0.08], [-5.83, 6.66, 0.79], [-3.23, 2.77, 2.23], [1.56, -3.89, 0.33], [-3.11, -4.80, -3.55], [7.46, -1.21, 0.54], [1.01, 1.84, -1.55], [3.56, 5.19, -3.35], [5.49, -2.49, 3.34], [3.83, -3.59, -1.69], [4.29, 1.58, 1.83], [-0.30, 0.28, 4.35], [-2.53, -1.39, 5.81], [6.52, -0.35, 1.36], [-4.09, 5.66, 3.00], [-2.09, 4.45, -2.14], [4.60, -4.90, -1.92], [-2.43, -3.19, 0.20], [5.77, 4.18, -4.10], [4.80, 5.97, -5.36], [-0.55, 0.61, -0.40], [-5.89, 5.21, 1.30], [5.06, -2.17, 1.88], [1.59, -0.55, -1.34], [-3.26, 2.89, -4.75], [0.80, 0.77, 3.40], [-2.28, -1.18, 4.32], [4.21, 0.09, 2.08], [2.78, -2.72, -4.42], [-5.15, 5.88, 4.10], [6.18, -3.33, 3.28], [3.18, -0.25, 1.95], [0.30, 2.65, -1.31], [-3.46, -1.94, 5.95], [3.91, 6.62, -5.44], [-2.54, -2.88, 1.24], [7.60, -2.18, 1.01], [-1.49, -5.66, -2.52], [2.81, -4.81, -3.80], [-0.91, 1.48, 0.14], [5.16, 1.90, 2.40], [-1.07, 1.06, 4.39], [-1.33, 4.42, -0.07], [-3.92, -5.52, -3.67], [4.00, -2.41, 1.95], [2.80, -3.01, -5.47], [6.81, -0.23, 2.40], [-4.31, -6.82, -1.65], [1.05, -4.58, 1.01], [-6.27, 4.47, 0.59], [2.15, -1.86, -4.17], [0.42, 0.70, 2.38], [-2.88, -0.42, 3.82], [6.34, 4.48, -3.23], [-2.76, -5.25, 0.94], [1.76, 0.25, 3.49], [-1.62, -2.60, -0.23], [2.88, 6.02, -3.54], [-1.85, -7.32, 0.02], [-1.14, 5.91, -1.04], [8.44, -0.74, 0.43], [1.12, -1.13, -2.14], [-1.25, -5.03, 0.17], [4.40, -0.03, 3.14], [-3.16, -8.46, -0.32], [2.61, -3.88, 0.60], [-3.62, 3.92, -4.77], [-0.50, -3.63, 2.83], [-5.18, 3.04, 3.00], [-3.36, -2.89, -0.28], [2.88, 4.35, -3.46], [5.47, -4.82, -1.26], [-4.66, 3.43, -2.11], [3.95, -3.22, -0.67], [0.60, -4.09, -1.59], [3.94, 5.34, -2.34], [6.37, 4.05, -5.00], [1.70, -1.09, -0.41], [-4.93, 1.27, -0.51], [0.44, -2.12, 5.36], [-3.18, 5.25, 3.44], [-2.63, 3.15, 1.41], [4.39, 1.79, 0.76], [6.14, -1.68, 3.69], [-3.73, -3.90, -3.62], [-1.71, -1.93, 6.29], [-6.74, 5.16, 1.99], [5.42, -2.84, 1.10], [-2.65, -0.44, 6.34], [-3.21, 1.68, 2.10], [4.70, -2.67, 4.06], [-6.03, 6.45, 3.81], [-2.65, -2.01, 3.72], [-5.48, 4.85, 4.25], [-6.78, 7.00, 0.38], [-1.23, -3.86, 4.43], [-4.12, 2.26, -4.94], [-4.77, 0.96, -2.04], [0.99, -2.97, 0.40], [3.82, -2.50, -4.18], [-1.15, 4.35, -2.68], [1.28, -4.11, -3.68], [4.37, -2.82, -2.24], [0.08, 0.21, 5.37], [-2.76, 3.05, 3.17], [5.28, 3.23, -3.87], [-1.39, 0.21, -0.97], [1.06, -1.97, 3.81], [-3.37, 0.77, -1.00], [6.60, 0.68, 1.01], [-1.38, 2.54, -3.75], [-3.70, 6.55, 2.50], [2.47, -0.41, -1.98], [-0.31, -0.06, 0.42], [1.66, -5.44, -1.43], [-1.66, -3.96, -2.26], [-2.60, 1.34, -3.41], [-5.56, 7.33, 1.60], [-5.07, 6.68, 0.01], [4.87, -5.04, -2.97], [1.03, 1.81, 3.64], [-2.70, 2.78, -5.68], [-2.74, 5.44, -0.28], [-2.64, -4.82, -4.53], [-4.87, 6.28, 5.07], [-2.71, 5.12, -2.73], [4.01, -5.75, -1.58], [0.52, -4.14, 4.01], [7.08, -1.30, -0.47], [3.35, 2.09, 2.04], [-2.13, -8.06, -1.60], [-4.22, -6.51, -0.06], [-5.06, 2.80, 1.27], [-3.77, 3.46, -0.60]]
}